1.
The following is a DFT calculation (wB97M-V/def2-TZVPD) of a gas-phase ion, C8H12N3OS (charge +1) in a non-equilibrium geometry.

Geometry as XYZ:
```
25
C8H12N3OS | the OMol25 dataset | wB97M-V/def2-TZVPD
S -1.85247 -0.33128 -2.44563
O 1.01938 2.91326 0.01856
N 0.28989 2.34438 2.78401
N 0.22730 1.38895 1.84941
N 0.50619 0.80591 -0.62396
C 0.55689 1.75647 0.27458
C -1.04870 -1.09479 -1.04828
C -0.89316 -3.09155 0.38572
C 0.53981 -1.21503 0.79526
C -1.48539 -2.40196 -0.62418
C 0.99339 1.03333 -1.92505
C 0.02323 -0.54619 -0.30460
C 0.15758 -2.53558 1.07970
H -2.29810 -2.88781 -1.07801
H -0.32825 3.11997 2.67310
H 1.22319 3.18677 -0.89161
H -2.03119 -1.54353 -3.00601
H 2.00703 0.72002 -1.83795
H 0.48550 -3.01446 1.93042
H 1.21502 2.72376 2.85400
H -0.63050 0.89889 2.01961
H 0.41692 0.44382 -2.68226
H -1.13779 -4.07368 0.52023
H 0.78904 2.07076 -2.11902
H 1.25519 -0.67042 1.40195
```

Calculated values
**2S+1**: 1
**LUMO level**: -0.11718 Ha
**Kohn-Sham gap**: 9.020 eV
**Largest force on an atom**: 4.4 eV Å⁻¹
**Energy relative to the best compared isomer or geometry (same formula, charge and spin)**: 30.1 kcal/mol
**Charge**: +1

Want to see where the charge sits? The Löwdin charges in e are: 0.852 0.202 0.012 -0.016 -0.044 -0.195 -0.486 -0.060 -0.016 -0.077 -0.015 -0.206 -0.024 0.097 0.095 0.150 -0.086 0.123 0.093 0.099 0.127 0.066 0.096 0.096 0.115

***

2.
The following is a DFT calculation (wB97M-V/def2-TZVPD) of a molecular structure, CH5O2P2 in a non-equilibrium geometry.

Geometry as XYZ:
```
10
CH5O2P2 | the OMol25 dataset | wB97M-V/def2-TZVPD
P 1.34682 2.01574 0.06342
P -0.88973 0.87482 -1.00599
O -1.79762 0.48917 -2.16460
O 1.70378 3.33969 -0.47731
C -0.31475 -0.62955 -0.09512
H -1.15224 -1.27822 0.16285
H 0.18916 -0.28332 0.80114
H 0.39230 -1.17659 -0.72223
H 1.99294 1.06503 -0.83172
H -1.75407 1.30053 0.04837
```

Calculated values
**2S+1**: 1
**LUMO level**: 0.15295 Ha
**Kohn-Sham gap**: 7.540 eV
**Largest force on an atom**: 2.0 eV Å⁻¹
**Energy relative to the best compared isomer or geometry (same formula, charge and spin)**: 39.2 kcal/mol
**Charge**: -1

Want to see where the charge sits? The Löwdin charges in e are: 0.506 0.450 -0.619 -0.703 -0.401 0.014 -0.033 0.013 -0.156 -0.071

***

3.
The following is a DFT calculation (wB97M-V/def2-TZVPD) of 10 unconnected molecules or ions with the total composition C23H54O16S7 in a non-equilibrium geometry.

Geometry as XYZ:
```
100
C23H54O16S7 | the OMol25 dataset | wB97M-V/def2-TZVPD
S 7.18010 -2.13048 -2.51299
S -1.23913 -4.41888 6.14407
S -6.36380 -0.32397 -3.79380
S -1.01401 2.95723 5.91760
S -10.62230 3.32575 0.39416
S 1.72551 -8.47134 -1.15958
S 1.76223 0.31348 -8.35869
O 6.97331 3.33190 2.67406
O -0.57712 -1.75737 -0.03439
O 3.12301 -7.88101 -1.34327
O -0.12631 -3.44314 5.59139
O -1.11001 3.19289 7.47168
O 7.15489 5.39145 1.68941
O -2.49468 5.65404 -1.43983
O 8.08465 5.06419 3.69221
O -3.55571 6.18396 0.54783
O -11.06441 4.20057 1.56453
O 6.14090 -1.00985 -2.58786
O -7.67620 -0.00168 -4.52081
O -2.18705 -0.48851 0.63677
O -1.32178 5.91814 0.32632
O -0.03004 0.38280 0.43915
O 1.05679 1.27300 -7.42046
C -2.58142 3.51956 5.21863
C 6.95370 -3.12787 -0.97843
C 7.61688 6.64476 1.99657
C -1.86387 -3.44402 7.56395
C -9.81241 4.48697 -0.76225
C 6.45598 -3.25728 -3.71105
C 1.52022 -1.37794 -7.65279
C -1.25247 5.33162 -1.88388
C -6.53918 -2.08826 -3.21042
C -0.38474 5.77152 -0.75624
C -9.01219 2.52168 0.93880
C 2.06630 -10.31731 -1.00837
C -1.01823 -0.60752 0.42299
C 1.29738 -8.20103 0.58984
C -4.99999 -0.48088 -5.04307
C 3.52640 0.66880 -8.02853
C 0.31252 3.98805 5.27437
C -0.55268 -5.83364 7.12198
C 7.41848 4.49938 2.63442
C 1.19825 -0.24980 0.13643
C -2.56880 5.85705 -0.12871
C 0.75654 -1.57506 -0.40824
C 8.48782 6.38673 3.23116
H 9.57346 6.35851 3.13802
H 0.45903 5.10882 -0.56392
H -4.31333 -1.30970 -4.87087
H 0.94323 -7.18599 0.76982
H 1.36440 -2.31619 0.11073
H -3.48177 3.03098 5.59114
H -8.89240 1.48605 0.62064
H 4.06172 -0.12745 -8.54576
H 0.12916 -6.43786 6.52356
H 7.04561 -2.45126 -0.12880
H -9.08384 2.42023 2.02170
H -2.48693 -3.94607 8.30411
H -2.48256 3.22661 4.17340
H -1.11997 -2.92076 8.16472
H -9.64918 5.41694 -0.21763
H 3.66313 0.53220 -6.95579
H 1.71827 -1.41185 -6.58147
H -5.36984 -0.48910 -6.06838
H -5.64243 -2.45815 -2.71331
H 2.14618 -8.48824 1.21042
H -6.99915 -2.70976 -3.97870
H -2.81185 4.56911 5.40149
H 7.55991 -4.01404 -0.79056
H 0.53484 -8.91640 0.89786
H -8.89365 4.05030 -1.15380
H 1.26103 -10.90393 -0.56621
H -10.40697 4.60371 -1.66833
H 8.33574 7.20499 3.93503
H 0.14411 -5.51738 7.89825
H 5.44497 -3.49005 -3.37673
H -2.56900 -2.78918 7.05204
H -4.45416 0.44217 -4.84776
H 0.49914 -1.65909 -7.91057
H 5.92871 -3.48564 -0.88093
H 6.42577 -2.79774 -4.69899
H -8.20701 3.23365 0.75747
H 8.17841 7.09925 1.18033
H -7.36131 -2.17639 -2.50018
H 2.79802 -10.34119 -0.20085
H 7.01953 -4.17861 -3.85822
H -1.10277 5.88540 -2.81070
H 2.14252 -2.15858 -8.09033
H -1.22216 4.25646 -2.06057
H -1.34156 -6.46299 7.53393
H 3.84991 1.60214 -8.48932
H 0.15932 5.06720 5.28340
H 6.83931 7.31234 2.36779
H 1.81583 -0.36991 1.02652
H 0.63237 3.81987 4.24601
H 1.75626 0.20404 -0.68258
H 1.27192 3.99167 5.79173
H 0.13738 6.70911 -0.94709
H 2.45396 -10.93528 -1.81827
H 0.75535 -1.56165 -1.49815
```

Calculated values
**2S+1**: 1
**LUMO level**: 0.00104 Ha
**Kohn-Sham gap**: 8.335 eV
**Largest force on an atom**: 5.1 eV Å⁻¹

Results of the Löwdin charge analysis, in e, for atoms 1 through 99: 0.828 0.858 0.839 0.845 0.842 0.833 0.816 0.101 0.085 -0.592 -0.592 -0.598 0.080 0.074 0.061 0.113 -0.593 -0.581 -0.589 0.155 0.077 0.057 -0.586 -0.267 -0.262 -0.146 -0.274 -0.270 -0.285 -0.258 -0.164 -0.260 -0.105 -0.242 -0.248 -0.554 -0.274 -0.251 -0.257 -0.289 -0.278 -0.509 -0.144 -0.536 -0.145 -0.106 0.125 0.131 0.044 0.051 0.138 0.056 0.042 0.039 0.040 0.045 0.041 0.048 0.044 0.063 0.059 0.055 0.052 0.053 0.046 0.054 0.050 0.058 0.054 0.046 0.040 0.040 0.040 0.123 0.050 0.054 0.038 0.029 0.042 0.046 0.049 0.041 0.138 0.039 0.038 0.051 0.143 0.045 0.139 0.048 0.053 0.050 0.132 0.134 0.046 0.134 0.056 0.129 0.051